# 1
DFT (ωB97M-V/def2-TZVPD) results for a molecular structure, C5H8O.

Positions of all 14 atoms, in Å:
C (-1.10983, -0.11506, -1.52901)
C (0.02342, 0.09210, -0.53746)
C (0.16339, 0.96480, 0.76757)
C (1.10382, -0.13923, 1.34315)
C (0.26962, -1.03276, 0.44957)
O (-0.35522, -2.04235, 0.65446)
H (-0.75449, -0.86595, -2.24963)
H (-2.00663, -0.53408, -1.06277)
H (-1.38157, 0.77624, -2.10308)
H (0.95146, 0.29716, -1.08466)
H (0.58985, 1.96155, 0.64643)
H (-0.75318, 1.01351, 1.36244)
H (2.11218, -0.01998, 0.93386)
H (1.14719, -0.35594, 2.40912)

Cartesian forces (eV/Å) of the 2 atoms listed first:
C -0.06 0.04 0.02
C 0.00 -0.24 -0.27

2S+1	1
HOMO	-9.4	eV
lowest unoccupied orbital energy	0.034	Ha
largest force on an atom	0.56	eV Å⁻¹
Kohn-Sham gap	0.381	hartree

# 2
DFT (ωB97M-V/def2-TZVPD) results for a molecular structure, C6H9N in a non-equilibrium geometry.

Positions of all 16 atoms, in Å:
C (-1.21946, 0.29865, -1.78774)
C (-0.40733, -0.14754, -0.62863)
C (0.71901, 0.12268, 0.06499)
C (2.22408, 0.25748, -0.25243)
C (0.32991, 0.11908, 1.45904)
C (-0.86045, -0.47658, 1.72848)
N (-1.61915, -0.75270, 0.66111)
H (-0.77458, 1.00097, -2.50872)
H (-2.06486, 0.81418, -1.32186)
H (-1.60133, -0.57870, -2.30408)
H (2.66493, 1.11500, 0.27356)
H (2.49584, 0.33392, -1.31007)
H (2.75760, -0.62564, 0.14748)
H (0.80436, 0.79309, 2.14666)
H (-1.13171, -0.77184, 2.73771)
H (-2.31687, -1.50203, 0.89449)

Cartesian forces (eV/Å) of the 2 atoms listed first:
C -0.17 -0.38 -0.02
C -0.97 -1.20 0.84

2S+1	1
HOMO	-7.2	eV
lowest unoccupied orbital energy	0.037	Ha
largest force on an atom	1.90	eV Å⁻¹
Kohn-Sham gap	0.303	hartree

# 3
DFT (ωB97M-V/def2-TZVPD) results for 2 unconnected molecules or ions with the total composition C6H14N2O3 in a non-equilibrium geometry.

Positions of all 25 atoms, in Å:
O (1.57217, -0.12536, -1.73837)
O (0.69876, 1.43304, 1.23069)
C (0.35986, 0.19494, -1.68340)
C (0.68806, 0.23188, 1.52405)
N (1.22714, -0.28064, 2.65321)
N (-0.36397, -0.20096, -0.62746)
C (-0.35630, 0.83747, -2.85372)
C (2.01466, 0.44263, 3.61509)
C (-1.02648, -1.57845, 1.21875)
C (0.14293, -0.81390, 0.58788)
H (1.13752, -1.28092, 2.84796)
H (-1.37835, -0.12586, -0.73664)
H (-0.54026, 0.04384, -3.59730)
H (0.35966, 1.56005, -3.28020)
H (-1.30699, 1.36006, -2.65443)
H (3.00242, 0.61206, 3.15441)
H (2.14869, -0.17941, 4.51604)
H (1.59655, 1.41693, 3.91926)
H (-1.93487, -0.98388, 1.41352)
H (-0.70315, -2.04666, 2.16365)
H (-1.27556, -2.37564, 0.49829)
H (1.02900, -1.41261, 0.29411)
O (-2.26110, 0.72903, -4.29569)
H (-1.84054, 1.23081, -3.56111)
H (-2.98986, 1.31148, -4.60858)

Cartesian forces (eV/Å) of the 2 atoms listed first:
O -2.07 1.19 -0.24
O 0.08 -1.48 0.77

2S+1	1
HOMO	-9.5	eV
lowest unoccupied orbital energy	0.022	Ha
largest force on an atom	3.16	eV Å⁻¹
Kohn-Sham gap	0.372	hartree

# 4
DFT (ωB97M-V/def2-TZVPD) results for 2 unconnected molecules or ions with the total composition C4H5ClN2S in a non-equilibrium geometry.

Positions of all 13 atoms, in Å:
C (1.08399, -1.42773, -0.20010)
C (0.48771, 0.56665, -1.33186)
C (1.46875, -0.15461, -0.62117)
C (-0.96901, -1.13053, -1.17422)
N (-0.16169, -1.91219, -0.51686)
N (-0.67744, 0.09517, -1.63124)
S (-1.59805, 0.07899, 1.53035)
Cl (-2.46515, -1.80239, -1.39208)
H (1.83217, -2.11791, 0.34519)
H (0.84208, 1.58490, -1.74972)
H (-2.52844, -0.09329, 0.53664)
H (2.40530, 0.40850, -0.41690)
H (-2.28995, 1.05547, 2.15787)

Cartesian forces (eV/Å) of the 2 atoms listed first:
C 0.56 -0.39 -0.25
C 2.56 1.32 -0.49

2S+1	1
HOMO	-9.6	eV
lowest unoccupied orbital energy	0.015	Ha
largest force on an atom	2.92	eV Å⁻¹
Kohn-Sham gap	0.368	hartree

# 5
DFT (ωB97M-V/def2-TZVPD) results for a molecular structure, C11H28F2N2O7PV in a non-equilibrium geometry.

Positions of all 52 atoms, in Å:
V (0.03072, 0.41930, 1.23120)
F (0.61592, 0.23273, 3.23549)
F (-1.77984, 1.29029, 1.49222)
C (0.53551, 4.54413, 0.76075)
C (1.31816, 3.45320, 0.05328)
O (1.05956, 2.16843, 0.55611)
H (-0.51957, 4.28194, 0.80568)
H (0.69587, 5.52940, 0.31383)
H (0.94305, 4.70060, 1.76361)
H (2.39433, 3.64327, 0.02939)
H (0.94212, 3.50946, -0.97889)
C (3.59695, -0.06708, -0.62964)
C (2.85632, -0.88977, 0.41180)
O (1.64640, -0.73561, 0.55656)
N (3.56087, -1.78350, 1.13662)
C (3.06321, -2.49999, 2.28649)
H (3.07218, -0.14800, -1.57780)
H (4.62122, -0.41984, -0.75766)
H (3.61834, 0.96047, -0.26759)
H (4.56123, -1.70440, 1.04687)
H (3.51159, -3.49077, 2.31414)
H (1.97494, -2.51294, 2.29379)
H (3.33468, -1.93357, 3.18026)
C (-2.60550, -2.83881, 0.75236)
C (-1.80812, -2.13871, 1.84185)
O (-0.80129, -1.49006, 1.51403)
N (-2.25211, -2.21681, 3.07280)
C (-1.68125, -1.64819, 4.26085)
H (-1.90754, -3.23766, 0.02089)
H (-3.29509, -2.12643, 0.30141)
H (-3.19444, -3.65164, 1.18090)
H (-3.09653, -2.76022, 3.15718)
H (-0.60776, -1.83517, 4.32827)
H (-2.08205, -2.08309, 5.17462)
H (-1.75121, -0.56117, 4.30007)
C (1.10715, 0.42027, -3.73151)
O (-0.00531, -0.41692, -3.43007)
P (-0.95504, 0.01475, -2.23053)
O (-0.50717, -0.09568, -0.83052)
O (-1.36377, 1.52322, -2.64797)
C (-2.13002, 2.29939, -1.72164)
O (-2.27576, -0.84181, -2.47163)
C (-2.84115, -1.00760, -3.75068)
H (1.99739, -0.19935, -3.82936)
H (1.35612, 1.20361, -3.01217)
H (0.94986, 0.97963, -4.65416)
H (-1.52518, 3.17676, -1.49855)
H (-2.36542, 1.77517, -0.79413)
H (-3.05970, 2.56990, -2.22235)
H (-2.14327, -0.75663, -4.55002)
H (-3.80840, -0.52630, -3.88222)
H (-3.00120, -2.07818, -3.90422)

Cartesian forces (eV/Å) of the 2 atoms listed first:
V -0.12 2.52 1.40
F -0.54 0.17 -2.48

2S+1	3
HOMO (spin up / spin down)	-7.4 / -7.5	eV
lowest unoccupied orbital energy (spin up / spin down)	0.019 / 0.019	Ha
largest force on an atom	2.89	eV Å⁻¹
Kohn-Sham gap (spin up / spin down)	0.290 / 0.296	hartree

# 6
DFT (ωB97M-V/def2-TZVPD) results for a molecular structure, C20H11Co2NO7 in a non-equilibrium geometry.

Positions of all 41 atoms, in Å:
O (2.12121, 3.47709, 1.80209)
C (1.59005, 2.46393, 1.96464)
Co (0.64600, 1.00686, 2.24095)
C (0.60122, 0.78410, 3.98665)
O (0.50929, 0.76179, 5.14040)
C (-0.91149, 1.74332, 1.97936)
O (-1.96226, 2.16974, 1.76565)
C (0.22823, -0.71201, 1.37454)
C (-1.06052, -1.35473, 1.68618)
C (-1.45193, -1.61316, 3.01518)
C (-2.74220, -2.04730, 3.30311)
C (-3.64877, -2.30366, 2.26885)
C (-3.23331, -2.16227, 0.93570)
C (-1.93905, -1.72051, 0.64097)
C (0.99903, -0.71107, 0.16076)
C (0.85774, -0.66196, -1.19104)
Co (1.95106, -1.03194, 1.61596)
C (2.98422, -2.38456, 1.06049)
O (3.69567, -3.24280, 0.74770)
C (1.97180, -1.51026, 3.34093)
O (2.04761, -1.89513, 4.43117)
C (3.15062, 0.32408, 1.76074)
O (4.16936, 0.86758, 1.90374)
H (-0.73206, -1.44844, 3.81288)
H (-3.03116, -2.19970, 4.34020)
H (-4.66993, -2.63025, 2.50419)
H (-3.92030, -2.40361, 0.11948)
H (-1.61703, -1.62250, -0.39757)
H (1.76080, -0.82566, -1.76512)
H (-0.14330, -0.52668, -1.61791)
O (0.92940, 0.62506, -2.85610)
C (0.58019, 1.24405, -3.89758)
C (1.05135, 2.60431, -4.11588)
C (0.44469, 3.37725, -5.09129)
N (-0.49972, 2.89361, -5.91123)
C (-0.83916, 1.59734, -5.86639)
C (-0.30855, 0.71840, -4.93123)
H (1.83940, 3.00269, -3.47959)
H (0.73692, 4.42744, -5.21138)
H (-1.57075, 1.25364, -6.61114)
H (-0.58437, -0.33408, -4.95906)

Cartesian forces (eV/Å) of the 2 atoms listed first:
O -0.25 -0.49 0.26
C 0.42 0.97 -0.72

2S+1	1
total charge	-2
HOMO	-1.3	eV
lowest unoccupied orbital energy	0.178	Ha
largest force on an atom	6.23	eV Å⁻¹
Kohn-Sham gap	0.226	hartree